Record 1
C16H34AgF6N2O6 as an isolated structure in a non-equilibrium geometry, computed with the ωB97M-V functional and the def2-TZVPD basis.

```
65
C16H34AgF6N2O6 (the ωB97M-V functional and the def2-TZVPD basis)
Ag 0.049 1.106 -0.025
C 2.987 1.951 -0.555
O 2.519 1.356 0.698
O 1.941 1.576 -1.417
C 3.456 3.466 -0.364
F 3.300 4.226 -1.521
F 2.673 4.180 0.501
F 4.624 3.689 0.156
C 3.529 1.010 1.567
C 3.112 -0.096 2.566
H 2.940 -1.042 2.052
H 3.725 -0.378 3.422
H 2.120 0.170 2.930
H 3.821 1.860 2.184
H 4.481 0.587 1.244
H 3.810 1.323 -0.896
C -2.210 1.133 -2.190
O -2.074 1.960 -0.935
O -0.908 0.906 -2.547
C -3.240 -0.010 -1.934
F -2.762 -1.004 -1.147
F -4.244 0.445 -1.201
F -3.663 -0.725 -2.937
C -2.762 3.245 -0.703
C -1.853 3.844 0.391
H -2.148 4.837 0.729
H -1.848 3.156 1.237
H -0.845 3.973 -0.002
H -3.776 3.116 -0.324
H -2.802 3.913 -1.563
H -2.657 1.885 -2.840
C -3.081 -1.845 2.382
C -2.160 -0.727 1.848
C -1.561 0.158 2.973
O -0.661 1.087 2.313
C -0.181 2.076 3.269
N -1.057 -1.414 1.105
H -3.962 -1.504 2.925
H -2.542 -2.440 3.119
H -3.568 -2.537 1.695
H -2.698 -0.185 1.070
H -1.008 -0.476 3.667
H -2.351 0.560 3.607
H 0.770 1.782 3.714
H -0.793 2.052 4.171
H -0.187 3.046 2.773
H -0.645 -1.988 1.827
H -1.442 -2.035 0.407
C 1.324 -1.891 -1.036
C 1.334 -2.368 -2.452
C 0.077 -3.020 -3.023
O -0.422 -4.056 -2.068
C 0.177 -5.277 -2.236
N 1.828 -1.294 -3.266
H 2.222 -1.361 -0.719
H 1.137 -2.679 -0.305
H 0.533 -1.142 -1.044
H 2.109 -3.133 -2.417
H 0.219 -3.324 -4.060
H -0.742 -2.301 -2.994
H 0.774 -5.438 -1.338
H 0.899 -5.299 -3.053
H -0.479 -6.139 -2.350
H 2.676 -0.841 -2.955
H 2.168 -1.705 -4.124
```

Its LUMO energy is 2.609 eV. The value obtained for the orbital gap is 6.7 eV. Its total charge is -1. Its HOMO energy is -4.1 eV. The calculation puts the total energy at -52709.17034 eV. Its spin multiplicity is 1.

Results of the natural (NBO) charge analysis, in e, for atoms 1 through 8: 0.859 0.282 -0.569 -0.891 0.918 -0.345 -0.360 -0.322

=====

Record 2
C16H34AlBeBrCl2GaKN5O11PS as an isolated structure in a non-equilibrium geometry, computed with the ωB97M-V functional and the def2-TZVPD basis.

```
75
C16H34AlBeBrCl2GaKN5O11PS (the ωB97M-V functional and the def2-TZVPD basis)
C 0.116 -1.296 -2.497
C 0.641 -0.438 -1.394
O 1.672 -0.741 -0.846
N -0.079 0.716 -0.948
C -1.044 0.557 0.014
C -0.652 0.916 1.404
O -2.206 0.231 -0.241
Ga -0.909 1.782 -2.336
N 0.019 2.016 -3.928
C -1.330 3.563 -1.381
C -1.161 4.716 -2.374
O -1.521 4.612 -3.506
N -0.521 5.900 -1.893
C 0.767 5.563 -1.290
C -1.433 6.525 -0.924
P -3.080 1.020 -2.888
N -3.836 2.256 -3.447
H -0.708 -1.909 -2.161
H 0.911 -1.954 -2.789
H -0.182 -0.750 -3.378
H -0.382 1.962 1.390
H 0.246 0.361 1.621
H -1.451 0.694 2.087
H 0.825 2.612 -3.824
H 0.260 1.170 -4.412
H -2.388 3.561 -0.980
H -0.636 3.626 -0.558
H 0.667 5.202 -0.270
H 1.267 4.823 -1.885
H 1.395 6.436 -1.252
H -1.254 6.194 0.094
H -2.452 6.280 -1.176
H -1.325 7.593 -0.941
H -3.215 -0.106 -3.745
H -3.720 0.747 -1.470
H -4.276 2.097 -4.345
C -5.098 -3.727 2.484
C -5.673 -2.634 1.609
C -4.677 -1.535 1.254
C -4.183 -0.847 2.440
N -3.797 -0.295 3.356
H -4.796 -3.329 3.455
H -5.840 -4.502 2.665
H -4.230 -4.194 2.015
H -6.548 -2.204 2.099
H -6.034 -3.094 0.624
H -5.149 -0.799 0.602
H -3.822 -1.956 0.723
Be -3.184 1.840 -0.664
C 3.316 -2.011 1.439
C 3.077 -3.462 1.095
O 3.653 -4.193 2.210
S 3.481 -3.309 3.575
O 2.335 -3.793 4.256
O 4.749 -3.212 4.186
O 3.118 -1.943 2.874
H 4.341 -1.717 1.222
H 2.630 -1.339 0.928
H 3.549 -3.756 0.163
H 2.011 -3.695 1.056
C 4.232 3.881 -2.718
O 5.501 3.892 -2.854
O 3.420 3.221 -3.430
O 3.663 4.489 -1.744
C 6.492 -5.024 -0.059
Cl 6.404 -5.887 -1.587
Cl 6.250 -3.284 -0.269
H 5.715 -5.424 0.596
H 7.468 -5.181 0.383
K 3.880 -5.995 2.598
Al 5.687 3.464 -0.842
O 1.667 -4.012 7.628
H 1.747 -4.223 6.695
H 1.627 -3.053 7.662
Br -6.005 -3.693 -1.252
```

Its LUMO energy is -10.490 eV. The value obtained for the orbital gap is 1.1 eV. Its total charge is +2. Its HOMO energy is -11.6 eV. The calculation puts the total energy at -237999.69090 eV. Its spin multiplicity is 1.

Results of the Mulliken charge analysis, in e, for atoms 1 through 8: -1.009 0.463 -0.640 0.698 0.180 -0.553 -0.504 -0.281

=====

Record 3
C16H34AsN6RhS as an isolated structure in a non-equilibrium geometry, computed with the ωB97M-V functional and the def2-TZVPD basis.

```
59
C16H34AsN6RhS (the ωB97M-V functional and the def2-TZVPD basis)
Rh 0.008 -0.076 0.393
C -1.657 3.919 -0.438
C -1.381 2.477 -0.179
N -0.207 1.938 -0.085
N 0.923 2.708 -0.274
C 2.090 2.094 -0.457
N 3.186 2.781 -0.665
S 2.134 0.371 -0.437
C -2.492 1.523 -0.079
C -3.816 1.898 -0.132
C -4.802 0.908 -0.160
C -4.419 -0.416 -0.115
C -3.061 -0.714 -0.034
N -2.116 0.228 -0.025
H -0.789 4.569 -0.388
H -2.380 4.293 0.290
H -2.107 4.035 -1.429
H 0.830 3.710 -0.380
H 3.203 3.789 -0.765
H 4.065 2.305 -0.825
H -4.098 2.941 -0.168
H -5.848 1.181 -0.228
H -5.146 -1.216 -0.152
H -2.732 -1.743 0.014
C 0.949 -1.792 4.674
C -0.188 -0.853 4.306
As 0.133 0.378 2.807
C 1.756 1.351 3.261
C 3.098 0.694 2.951
C -1.270 1.684 3.158
C -2.676 1.086 3.212
H 0.651 -2.344 5.566
H 1.859 -1.260 4.945
H 1.162 -2.527 3.899
H -0.396 -0.113 5.085
H -1.103 -1.392 4.065
H 1.645 1.528 4.335
H 1.664 2.313 2.752
H 3.280 -0.177 3.578
H 3.900 1.403 3.154
H 3.178 0.391 1.911
H -1.192 2.449 2.387
H -0.996 2.143 4.110
H -2.907 0.483 2.336
H -3.412 1.887 3.271
H -2.819 0.469 4.099
N 2.383 -4.785 -2.169
C 1.385 -4.281 -1.156
C 1.354 -2.746 -1.074
N 0.379 -2.290 -0.047
H 2.371 -5.812 -2.203
H 3.345 -4.511 -1.946
H 2.181 -4.458 -3.119
H 1.657 -4.720 -0.197
H 0.413 -4.676 -1.449
H 1.068 -2.319 -2.036
H 2.339 -2.359 -0.812
H 0.651 -2.661 0.862
H -0.539 -2.683 -0.246
```

Its LUMO energy is -13.828 eV. The value obtained for the orbital gap is 7.0 eV. The calculation puts the energy relative to the best compared isomer or geometry (same formula, charge and spin) at 15.8 kcal per mole. Its total charge is +4. Its HOMO energy is -20.8 eV. The calculation puts the total energy at -100727.51332 eV. Its spin multiplicity is 1.

Results of the natural (NBO) charge analysis, in e, for atoms 1 through 8: 0.616 -0.708 0.386 -0.264 -0.412 0.352 -0.688 -0.025

=====

Record 4
A 7-piece molecular cluster, C16H34BBrCl13N overall in a non-equilibrium geometry, computed with the ωB97M-V functional and the def2-TZVPD basis.

```
66
C16H34BBrCl13N (the ωB97M-V functional and the def2-TZVPD basis)
C 1.179 2.496 -1.062
C 1.612 1.124 -1.556
C 0.447 0.379 -2.167
Cl 0.926 -1.305 -2.600
B -0.812 0.342 -1.221
Br -0.660 -0.672 0.391
C -2.107 1.077 -1.627
N -3.110 1.281 -0.579
H 0.556 2.420 -0.175
H 0.611 3.008 -1.836
H 2.042 3.089 -0.793
H 2.384 1.233 -2.314
H 2.046 0.567 -0.730
H 0.187 0.845 -3.113
H -2.557 0.445 -2.398
H -1.808 1.996 -2.147
H -2.901 2.111 -0.036
H -3.995 1.460 -1.039
Cl -6.513 1.367 -1.400
C -7.155 -0.294 -1.543
C -6.472 -1.239 -0.588
Cl -4.761 -1.513 -0.987
H -7.033 -0.605 -2.576
H -8.218 -0.249 -1.311
H -6.971 -2.206 -0.619
H -6.511 -0.859 0.430
Cl -2.312 -2.669 -3.208
C -2.739 -4.360 -3.583
C -4.034 -4.474 -4.344
Cl -5.451 -4.039 -3.349
H -2.775 -4.907 -2.645
H -1.927 -4.761 -4.188
H -4.177 -5.505 -4.662
H -4.036 -3.834 -5.222
Cl 1.610 -5.978 0.266
C 1.053 -4.540 -0.642
C -0.434 -4.532 -0.865
Cl -0.971 -5.804 -2.001
H 1.595 -4.512 -1.583
H 1.327 -3.666 -0.052
H -0.711 -3.572 -1.300
H -0.978 -4.669 0.065
Cl 3.989 1.988 1.238
C 3.629 2.748 2.812
C 2.152 2.933 3.031
Cl 1.443 4.155 1.935
H 4.152 3.701 2.856
H 4.029 2.089 3.581
H 1.976 3.279 4.048
H 1.609 2.003 2.878
Cl 4.265 5.722 3.962
C 4.059 7.488 4.127
C 3.754 8.136 2.803
Cl 5.148 8.083 1.695
H 4.965 7.890 4.571
H 3.230 7.648 4.813
H 3.509 9.184 2.961
H 2.917 7.648 2.310
Cl 2.622 -2.048 1.842
C 3.924 -3.249 2.045
C 3.626 -4.228 3.149
Cl 3.667 -3.458 4.758
H 4.849 -2.709 2.228
H 4.012 -3.786 1.101
H 4.379 -5.014 3.151
H 2.647 -4.681 3.019
```

Its LUMO energy is 0.514 eV. The value obtained for the orbital gap is 9.6 eV. The calculation puts the energy relative to the best compared isomer or geometry (same formula, charge and spin) at 13.0 kcal per mole. Its HOMO energy is -9.1 eV. The calculation puts the total energy at -252146.51908 eV. Its spin multiplicity is 1. Its SMILES is CC[C@@H](Cl)B(Br)CN.ClCCCl.ClCCCl.ClCCCl.ClCCCl.ClCCCl.ClCCCl.

Results of the natural (NBO) charge analysis, in e, for atoms 1 through 8: -0.614 -0.409 -0.563 -0.072 0.745 -0.097 -0.665 -0.822